# C8H8NO2S

An isolated ion of composition C8H8NO2S and charge +1 at a distorted geometry (wB97M-V/def2-TZVPD, the Open Molecules 2025 dataset).

Values from the calculation:
- Gap between HOMO and LUMO: 8.31 eV
- 2S+1: 1
- Strongest force on any atom: 0.0974 hartree/bohr
- Lowest unoccupied orbital energy: -0.179 Eh
- Charge: +1
- DFT total energy: -24835.5558 eV

Element x y z (Å)
C: 0.0731 -2.3172 0.0297
C: -1.2782 -2.6771 -0.0768
C: 0.5318 -1.0306 0.0970
C: -2.1321 -1.6433 0.1697
C: -0.4277 0.0324 0.3624
C: -1.7247 -0.3782 0.3281
C: 0.2382 1.2592 0.3148
C: 2.3367 2.6334 0.0685
N: 1.2476 1.8120 0.1047
O: -2.9952 1.9712 0.8892
O: -3.4971 0.6634 -1.1863
S: -3.3398 0.6477 0.4710
H: 0.9154 -3.0911 -0.2339
H: -1.5990 -3.8068 -0.0604
H: 1.6407 -0.7089 0.1055
H: -3.1951 -1.8308 0.2866
H: -4.0645 1.3816 -1.4840
H: 2.1472 3.1066 -0.8883
H: 3.2920 2.0855 0.0125
H: 2.4682 3.3272 0.8046

Atomic forces in eV per Å
2.72 -2.55 -2.34
0.93 -2.18 1.52
0.76 1.91 1.35
-1.65 -1.94 -0.14
0.99 -1.99 -1.08
-2.52 2.87 0.47
2.83 0.93 -0.80
1.79 -0.49 -3.38
-4.10 -1.73 2.30
0.45 1.33 0.52
0.61 -0.53 0.60
0.90 -0.87 -1.11
-1.87 1.30 0.88
0.62 2.54 -0.45
-1.94 -1.08 -0.16
-0.04 -0.12 -0.25
-0.34 0.27 0.16
0.89 0.79 -0.24
-0.57 -0.21 -0.15
-0.46 1.76 2.31